[1]
ORCA calculation (wB97M-V/def2-TZVPD) on a molecular structure, C21H21N3O4 in a non-equilibrium geometry.

Geometry as XYZ:
```
49
Properties=species:S:1:pos:R:3:forces:R:3
C -6.4473 -2.7976 0.4624 1.527 3.137 -13.004
H -7.4319 -2.7714 0.4183 -4.405 0.492 -0.049
O -5.9243 -1.3807 0.1214 -7.459 -4.626 1.690
C -4.6995 -1.2468 0.0135 4.811 0.171 -1.911
C -3.7213 -2.3428 -0.0032 -3.395 2.849 1.078
C -2.4824 -1.8568 0.0689 5.278 -3.026 -0.504
C -2.1806 -0.5749 -0.0614 1.734 7.596 -3.124
C -3.1304 0.5390 -0.4586 -1.002 0.015 2.842
C -4.4821 0.1479 -0.2903 8.368 -4.105 -0.328
H -5.2060 0.7764 -0.2755 -4.899 3.731 -0.065
O -2.7633 1.9930 -0.5102 1.579 -7.594 -0.094
C -3.7832 2.8925 -0.7982 3.035 -2.320 6.766
H -3.1019 3.5330 -0.9927 2.895 6.569 -1.285
H -4.3055 2.6748 -1.5152 -5.639 -2.488 -7.983
H -4.3004 2.8987 0.0765 -2.067 1.393 2.421
C -0.7444 -0.0962 -0.3309 2.394 -0.874 -2.207
O -0.2186 0.3702 -1.3634 -2.272 -0.139 1.876
N 0.1009 -0.4884 0.6847 5.178 9.278 -5.274
N 1.6236 -0.3856 0.3519 -8.168 -6.172 1.995
C 2.2572 0.6933 0.5158 5.035 -0.618 -3.746
N 3.5031 0.6086 0.0768 -3.237 6.987 2.449
C 4.0462 -0.4863 0.0828 8.918 -9.364 -4.133
C 5.5321 -0.4844 -0.2910 -3.696 -2.830 2.181
C 6.1153 -1.7426 -0.4064 5.261 4.204 -4.155
C 5.4749 -2.8288 -0.7890 -0.798 -6.011 2.804
C 4.2119 -2.9823 -0.2902 -0.886 -7.140 -1.610
C 3.4719 -1.9854 -0.0425 -4.763 13.450 2.828
C 2.0740 -1.6172 0.1929 -2.124 -11.563 1.261
O 1.2093 -2.7732 0.4216 3.450 6.193 -1.366
H 3.5925 -3.9604 -0.1804 1.574 1.236 -0.659
H 6.0083 -3.8160 -0.7830 -0.100 1.114 -0.953
H 7.2064 -1.8261 -0.9184 -1.876 0.880 2.018
H 6.0979 0.3808 -0.3505 0.803 1.677 0.094
C 1.6014 1.8241 0.6389 -3.962 9.357 4.989
H 0.6668 1.7327 1.2232 0.691 -0.452 0.161
C 2.5557 3.2587 1.2971 0.498 -5.441 3.565
H 3.5935 2.8179 0.9744 -1.631 1.263 1.361
H 2.3042 3.3359 2.5617 1.102 0.159 -4.039
C 1.9935 4.0806 0.2086 -3.943 2.667 3.282
H 1.1446 4.8549 0.6662 2.518 -1.397 -1.322
H 2.8583 4.5237 -0.1730 0.411 1.300 -1.848
C 1.2632 2.9303 -0.3365 2.288 -3.569 -7.913
H 0.2716 2.9099 -0.8676 0.739 0.400 1.207
H 1.9608 2.3984 -1.3911 -1.825 2.010 2.514
H -0.2959 -1.1415 1.1102 -2.317 -7.953 5.513
H -1.4912 -2.5802 0.0583 -2.669 1.592 0.381
H -3.8873 -3.3135 0.3688 -0.709 -1.005 -0.145
H -6.0587 -3.6072 -0.3985 -0.996 2.405 1.960
H -6.0829 -3.0891 1.2226 4.753 -3.440 10.481
```
Forces are in eV/Å.

Electronic energy ... -34758.7950 eV
Spin multiplicity ... 1
LUMO energy ... -0.48 eV
Energy relative to the best compared isomer or geometry (same formula, charge and spin) ... 2111.3 kJ/mol
Maximum force ... 14.546 eV/A
Kohn-Sham gap ... 7.17 eV

Computed natural (NBO) charges, given in elementary charges: number 1, C, carries -0.175; number 2, H, carries 0.190; number 3, O, carries -0.466; number 4, C, carries 0.420; number 5, C, carries -0.386; number 6, C, carries -0.154; number 7, C, carries -0.268; number 8, C, carries 0.402; number 9, C, carries -0.359; number 10, H, carries 0.207; number 11, O, carries -0.503; number 12, C, carries -0.215; number 13, H, carries 0.207; number 14, H, carries 0.157; number 15, H, carries 0.166; number 16, C, carries 0.679; number 17, O, carries -0.609; number 18, N, carries -0.419; number 19, N, carries -0.200; number 20, C, carries 0.419; number 21, N, carries -0.483; number 22, C, carries 0.221; number 23, C, carries -0.193; number 24, C, carries -0.191; number 25, C, carries -0.223; number 26, C, carries -0.191; number 27, C, carries -0.119; number 28, C, carries 0.598; number 29, O, carries -0.743; number 30, H, carries 0.248; number 31, H, carries 0.214; number 32, H, carries 0.203; number 33, H, carries 0.210; number 34, C, carries -0.294; number 35, H, carries 0.244; number 36, C, carries -0.319; number 37, H, carries 0.240; number 38, H, carries 0.234; number 39, C, carries -0.478; number 40, H, carries 0.194; number 41, H, carries 0.232; number 42, C, carries -0.349; number 43, H, carries 0.264; number 44, H, carries 0.186; number 45, H, carries 0.391; number 46, H, carries 0.260; number 47, H, carries 0.228; number 48, H, carries 0.176; number 49, H, carries 0.147

[2]
ORCA calculation (wB97M-V/def2-TZVPD) on a molecular structure, C25H33BeGeNO3S in a non-equilibrium geometry.

Geometry as XYZ:
```
65
Properties=species:S:1:pos:R:3:forces:R:3
Be 0.4680 -1.8898 -1.6052 -0.252 -0.528 -0.587
C -0.4281 2.8277 -1.5964 0.974 -0.795 0.147
C 0.2431 1.4354 -1.8069 -1.442 0.225 0.814
C 1.0572 1.3417 -3.0812 0.944 1.070 -0.604
O -0.9063 0.5664 -1.8568 0.596 0.460 -0.098
C 2.1379 0.0081 -0.9850 1.162 0.387 -0.857
O 3.2630 0.4815 -1.2609 -0.819 -1.061 0.303
O 1.8064 -1.2348 -1.1378 0.405 1.073 0.591
H -1.0975 3.0011 -2.4289 -0.191 0.113 -0.139
H 0.3580 3.5889 -1.5805 -0.203 0.205 0.107
H -0.9973 2.8160 -0.6513 0.255 0.062 -0.360
H 0.4897 1.7055 -3.9483 -0.142 -0.252 0.223
H 1.3968 0.3174 -3.2851 -0.220 0.316 0.083
H 1.9752 1.9962 -3.0255 -0.805 -0.669 0.134
H -0.6458 -0.2243 -2.3611 -0.208 -0.452 -0.363
C 0.4988 -0.8681 4.0545 -0.444 -0.861 0.063
C -1.0151 -0.6906 3.8578 0.358 0.040 0.076
C -1.7327 -0.8639 5.2145 0.565 0.699 0.159
C -1.2997 0.7436 3.4258 -0.462 -0.585 -0.317
C -1.5352 -1.6274 2.7540 0.178 -0.076 0.133
C -2.7181 -2.3212 2.9366 -0.176 -0.276 -1.048
C -3.2834 -3.0213 1.8316 0.611 -0.329 -0.023
C -2.5860 -3.0859 0.6240 -1.261 0.133 0.548
S -3.0555 -3.7801 -0.9168 -0.618 -0.525 -0.362
C -1.7394 -2.9554 -1.7691 0.208 -0.017 0.902
N -0.7818 -2.5323 -0.7549 0.315 0.131 -1.260
C -1.3486 -2.4473 0.4586 0.192 0.054 -0.284
C -0.8678 -1.7219 1.5230 0.481 0.751 1.285
C -1.4544 -2.7312 -3.0862 1.632 0.640 0.781
C -2.2470 -2.9868 -4.2283 -0.992 0.153 -0.794
C -1.8723 -2.5443 -5.4939 0.384 -0.756 1.394
C -0.5720 -2.0314 -5.6774 -0.351 -0.190 0.366
C 0.2889 -1.8481 -4.5756 -0.565 0.493 -0.041
C -0.0875 -2.0811 -3.2677 -0.784 -0.548 0.776
H 0.8341 -0.3401 4.9650 0.139 -0.065 -0.569
H 0.9898 -0.5576 3.1376 0.399 0.371 0.194
H 0.7173 -1.9467 4.1323 0.048 0.331 0.288
H -1.1853 -0.2337 5.9788 -0.639 -0.683 -0.673
H -1.7273 -1.9024 5.5201 0.058 -0.242 0.256
H -2.7759 -0.5199 5.1655 0.264 -0.084 0.029
H -1.0439 1.4659 4.1727 0.106 0.498 0.674
H -2.3541 0.7343 3.2213 -0.734 0.565 0.024
H -0.8420 1.0378 2.5035 0.579 -0.064 -0.616
H -3.1985 -2.2743 3.8934 -0.450 -0.168 0.148
H -4.2148 -3.5835 1.9570 0.212 0.316 -0.106
H 0.0470 -1.1740 1.3762 0.266 0.131 -0.061
H -3.2366 -3.4169 -4.0466 0.070 0.076 -0.287
H -2.5911 -2.6839 -6.2961 0.225 0.078 -0.218
H -0.2205 -1.8115 -6.6470 0.327 0.347 -1.113
H 1.2472 -1.3619 -4.7945 -0.028 -0.252 0.112
C 1.3607 3.6827 1.6431 -1.540 0.604 0.409
Ge 2.2235 2.4889 0.3261 0.726 -0.842 -0.161
C 3.2579 3.7514 -0.7987 0.071 0.185 -0.191
C 3.6520 1.5728 1.3690 -0.435 0.083 0.633
C 1.0948 1.0401 -0.5685 1.054 0.628 0.068
H 2.1693 4.1546 2.2471 -0.585 -0.490 -0.163
H 0.5897 3.1518 2.2861 1.184 0.486 -0.445
H 0.7700 4.5331 1.1978 0.646 -0.773 0.101
H 2.8332 3.8952 -1.7836 -0.352 0.041 -0.253
H 4.2902 3.4483 -0.9999 -0.153 -0.267 0.336
H 3.2820 4.7349 -0.3158 -0.025 -0.087 0.041
H 4.1536 2.2855 2.0390 -0.138 -0.073 -0.066
H 4.3614 1.1866 0.6617 0.329 -0.068 -0.356
H 3.3243 0.7098 1.9717 -0.121 0.349 -0.143
H 0.4807 0.5907 0.1863 -0.826 -0.013 0.358
```
Forces are in eV/Å.

Electronic energy ... -101847.9905 eV
Spin multiplicity ... 1
LUMO energy ... 4.46 eV
Maximum force ... 1.919 eV/A
Total charge ... -2
Kohn-Sham gap ... 2.89 eV

Computed natural (NBO) charges, given in elementary charges: number 1, Be, carries 1.605; number 2, C, carries -0.613; number 3, C, carries 0.261; number 4, C, carries -0.657; number 5, O, carries -0.770; number 6, C, carries 0.816; number 7, O, carries -0.709; number 8, O, carries -0.915; number 9, H, carries 0.215; number 10, H, carries 0.186; number 11, H, carries 0.213; number 12, H, carries 0.210; number 13, H, carries 0.253; number 14, H, carries 0.209; number 15, H, carries 0.495; number 16, C, carries -0.606; number 17, C, carries -0.088; number 18, C, carries -0.605; number 19, C, carries -0.604; number 20, C, carries 0.075; number 21, C, carries -0.336; number 22, C, carries -0.239; number 23, C, carries -0.231; number 24, S, carries 0.190; number 25, C, carries -0.164; number 26, N, carries -0.920; number 27, C, carries 0.278; number 28, C, carries -0.355; number 29, C, carries -0.108; number 30, C, carries -0.327; number 31, C, carries -0.211; number 32, C, carries -0.440; number 33, C, carries -0.185; number 34, C, carries -0.851; number 35, H, carries 0.189; number 36, H, carries 0.218; number 37, H, carries 0.210; number 38, H, carries 0.190; number 39, H, carries 0.208; number 40, H, carries 0.204; number 41, H, carries 0.185; number 42, H, carries 0.210; number 43, H, carries 0.217; number 44, H, carries 0.186; number 45, H, carries 0.191; number 46, H, carries 0.196; number 47, H, carries 0.174; number 48, H, carries 0.173; number 49, H, carries 0.167; number 50, H, carries 0.168; number 51, C, carries -1.117; number 52, Ge, carries 1.610; number 53, C, carries -1.085; number 54, C, carries -1.080; number 55, C, carries -0.726; number 56, H, carries 0.216; number 57, H, carries 0.231; number 58, H, carries 0.219; number 59, H, carries 0.223; number 60, H, carries 0.231; number 61, H, carries 0.203; number 62, H, carries 0.196; number 63, H, carries 0.250; number 64, H, carries 0.222; number 65, H, carries 0.248